[1]
DFT (ωB97M-V/def2-TZVPD) results for 2 unconnected molecules or ions with the total composition C10H19ClN3S at a distorted geometry.

The max |F| is 5.16 eV/A. For the LUMO energy, the calculation gives -4.69 eV. For the HOMO-LUMO gap, the calculation gives 6.26 eV. As for the charge: +1.

```
34
Properties=species:S:1:pos:R:3:nbo_charge:R:1
Cl 2.0229 -2.7327 2.5731 0.15
S 0.0186 -0.9383 -1.2984 0.24
N -0.6856 -2.7299 2.5762 -0.26
N 0.5494 1.8134 -1.4991 -0.46
N 0.0531 0.8296 0.6102 -0.61
C -0.1345 3.2677 0.3615 -0.43
C 0.4722 -1.9666 2.4895 0.21
C 0.2970 2.0748 1.2090 -0.23
C 0.5285 -0.8042 -2.9993 -0.54
C 0.2318 0.7250 -0.6666 0.33
C -2.0133 -2.1153 2.5880 -0.43
C 0.1752 0.5371 -3.6222 -0.42
C -0.5634 -4.1776 2.6357 -0.44
C 0.5870 3.1897 -0.9696 -0.20
C 0.9209 1.6703 -2.9232 -0.20
H -1.5386 -4.6580 2.6496 0.24
H 1.9977 1.4852 -2.9623 0.19
H -2.7878 -2.8774 2.5659 0.24
H -0.9026 0.7056 -3.5178 0.22
H -0.0113 -4.4608 3.5315 0.24
H 1.3736 2.1398 1.4092 0.19
H 0.7574 2.6203 -3.4437 0.22
H 1.6107 -0.9573 -3.0268 0.22
H 1.6344 3.4758 -0.8485 0.19
H 0.3793 0.5361 -4.7041 0.24
H -1.2150 3.2240 0.1956 0.21
H -0.0059 -4.5283 1.7674 0.24
H 0.1603 3.8843 -1.6988 0.21
H 0.0834 -1.6354 -3.5570 0.25
H -2.1387 -1.4703 1.7213 0.26
H -2.1438 -1.5165 3.4865 0.24
H 0.0628 4.2174 0.8796 0.23
H -0.1964 2.0875 2.1910 0.20
H 0.4209 -0.9151 2.2966 0.28
```

---

[2]
DFT (ωB97M-V/def2-TZVPD) results for a molecular structure, C10H19CoNO5Se2 at a distorted geometry.

As for the spin multiplicity: 2. The max |F| is 1.33 eV/A. For the LUMO energy (alpha / beta), the calculation gives 0.34 / 0.35 eV. For the HOMO-LUMO gap (alpha / beta), the calculation gives 8.49 / 9.33 eV. As for the expectation value of S²: 0.757.

```
38
Properties=species:S:1:pos:R:3:nbo_charge:R:1
Se 1.4958 -2.0913 0.0758 0.33
Se 0.0909 -0.2484 2.8031 0.40
Co 0.3553 0.3835 0.4527 1.06
O -2.5477 -0.7888 -1.9495 -0.64
O 2.1005 1.1425 0.5729 -0.81
O -0.6158 2.3682 0.7657 -0.73
O -1.2687 -0.4275 -0.1482 -0.82
O 3.5620 2.3359 -0.6403 -0.63
N 0.4596 1.0870 -1.4985 -0.46
C 1.9011 1.0397 -1.7783 -0.34
C -0.0116 2.4863 -1.5381 -0.26
C -0.4092 0.1983 -2.2771 -0.35
C 0.1958 -3.1492 -0.8943 -0.79
C 2.6164 1.5801 -0.5401 0.75
C -1.5356 -0.3760 -1.4171 0.76
C -0.2718 -2.1051 2.3658 -0.58
C 1.0010 -2.7447 1.8425 -0.58
C -1.1085 2.7236 -0.5291 -0.08
C -1.7354 0.2610 3.1810 -0.78
H 0.1860 -2.8004 -1.9241 0.23
H -1.4420 3.7624 -0.5510 0.19
H 0.1821 -0.6445 -2.6381 0.22
H 2.1947 -0.0016 -1.9179 0.22
H -0.8431 0.6948 -3.1471 0.22
H 0.8337 3.1351 -1.2967 0.22
H -2.1114 -0.3610 3.9887 0.22
H -1.7194 1.3020 3.4919 0.24
H 0.8869 -3.8252 1.7650 0.23
H -1.0644 -2.0991 1.6184 0.25
H 0.4940 -4.1937 -0.8670 0.22
H 1.8559 -2.5426 2.4871 0.24
H 2.1848 1.6153 -2.6618 0.21
H -0.6200 -2.6049 3.2695 0.23
H -0.7941 -3.0001 -0.4711 0.24
H -0.3539 2.7508 -2.5439 0.21
H 0.1592 2.9086 0.9733 0.49
H -2.3340 0.1484 2.2801 0.25
H -1.9688 2.0806 -0.7040 0.21
```

---

Question: Number 1 is which compound?
Answer: C10H19ClN3S

---

Question: Which of these has the highest max |F|?
Answer: C10H19ClN3S